Molecular formula: C4H9NO2
Method: DFT, ωB97M-V with the def2-TZVPD basis set

For the energy above the lowest of the compared OMol25 structures with the same formula, charge and spin, the calculation gives 3.1925 eV. The value obtained for the orbital gap is 10.67 eV. Its SMILES is COC/C(C)=N\O. The calculation puts the total energy at -9876.868 eV. The highest occupied orbital energy comes out at -0.3573 hartree.

ORCA input file:
```
! RIJCOSX wB97M-V def2-TZVPD def2/J DEFGRID3
* xyz 0 1
C 1.896 0.306 -0.378
O 1.435 -0.399 0.755
C 0.160 0.035 1.183
C -0.865 -0.142 0.081
C -1.202 -1.545 -0.324
N -1.389 0.806 -0.595
O -0.962 2.065 -0.178
H 2.959 0.081 -0.485
H 1.369 -0.008 -1.291
H 1.758 1.390 -0.262
H 0.191 1.078 1.518
H -0.103 -0.604 2.032
H -1.750 -2.062 0.473
H -0.275 -2.104 -0.498
H -1.806 -1.549 -1.234
H -1.416 2.652 -0.796
*
```

=====

Molecular formula: C5H12N2O
Method: DFT, ωB97M-V with the def2-TZVPD basis set

For the energy above the lowest of the compared OMol25 structures with the same formula, charge and spin, the calculation gives 2.9755 eV. The value obtained for the orbital gap is 10.28 eV. Its SMILES is C=CCN.NCC=O. The calculation puts the total energy at -10405.449 eV. The highest occupied orbital energy comes out at -0.3430 hartree.

ORCA input file:
```
! RIJCOSX wB97M-V def2-TZVPD def2/J DEFGRID3
* xyz 0 1
C 1.045 0.787 2.746
C 1.721 0.776 1.594
C 1.634 -0.287 0.516
N 1.687 0.224 -0.855
H 1.047 1.604 3.433
H 0.290 -0.006 2.989
H 2.363 1.683 1.410
H 2.500 -0.969 0.719
H 0.693 -0.905 0.719
H 1.509 -0.558 -1.446
H 2.677 0.455 -1.042
N -2.882 0.487 -0.884
C -1.691 -0.359 -0.811
C -1.394 -1.189 -2.073
O -0.431 -1.923 -2.130
H -3.146 0.838 0.079
H -2.888 1.361 -1.439
H -1.843 -1.114 -0.002
H -0.827 0.220 -0.539
H -2.063 -1.125 -2.983
*
```

=====

Molecular formula: C8H14N4S
Method: DFT, ωB97M-V with the def2-TZVPD basis set

For the energy above the lowest of the compared OMol25 structures with the same formula, charge and spin, the calculation gives 1.2012 eV. The value obtained for the orbital gap is 9.57 eV. The calculation puts the total energy at -25316.998 eV. The highest occupied orbital energy comes out at -0.3375 hartree.

ORCA input file:
```
! RIJCOSX wB97M-V def2-TZVPD def2/J DEFGRID3
* xyz 0 1
C -2.674 -1.211 -0.272
C -2.011 3.214 -0.176
C 2.593 -0.742 0.574
C -1.820 -2.282 0.171
C -1.129 2.323 0.532
C -0.422 -1.722 0.518
C -0.045 1.771 -0.401
C 1.571 -0.042 -0.280
N -3.339 -0.333 -0.578
N -2.686 3.948 -0.734
N 0.175 -1.222 -0.683
N 0.900 0.981 0.363
S 2.211 0.372 -1.945
H 2.172 -0.982 1.548
H 2.942 -1.657 0.102
H 3.451 -0.084 0.718
H -1.735 -3.019 -0.631
H -2.264 -2.758 1.049
H -1.720 1.499 0.940
H -0.671 2.875 1.359
H -0.536 -0.885 1.214
H 0.153 -2.518 1.021
H -0.500 1.101 -1.133
H 0.447 2.598 -0.934
H 0.648 -1.958 -1.200
H 1.469 1.524 1.000
H 2.821 -0.791 -2.141
*
```

=====

Molecular formula: C3H9N3O4S
Method: DFT, ωB97M-V with the def2-TZVPD basis set

For the energy above the lowest of the compared OMol25 structures with the same formula, charge and spin, the calculation gives 0.0000 eV. The value obtained for the orbital gap is 10.63 eV. Its SMILES is [H]/N=C(\N)N[C@H](C)OS(=O)(=O)O. The calculation puts the total energy at -26751.812 eV. The highest occupied orbital energy comes out at -0.3833 hartree.

ORCA input file:
```
! RIJCOSX wB97M-V def2-TZVPD def2/J DEFGRID3
* xyz 0 1
H -0.724 -2.763 0.809
N -0.383 -1.834 0.739
C -1.174 -1.108 0.047
N -2.349 -1.583 -0.575
N -1.050 0.199 -0.215
C 0.118 0.910 0.218
C -0.116 2.417 0.088
O 1.227 0.550 -0.801
S 2.454 -0.103 0.021
O 3.560 0.132 -0.793
O 2.523 0.442 1.304
O 2.037 -1.637 0.088
H -2.533 -2.529 -0.653
H -2.762 -1.113 -1.375
H -1.693 0.456 -0.912
H 0.304 0.709 1.269
H -0.911 2.646 0.665
H -0.356 2.833 -0.834
H 0.818 2.998 0.558
H 1.009 -1.624 0.351
*
```

=====

Molecular formula: C25H55Ca2N2O10P
Method: DFT, ωB97M-V with the def2-TZVPD basis set

For the energy above the lowest of the compared OMol25 structures with the same formula, charge and spin, the calculation gives 3.9964 eV. The value obtained for the orbital gap is 6.08 eV. The calculation puts the total energy at -96442.937 eV. The highest occupied orbital energy comes out at -0.2353 hartree.

ORCA input file:
```
! RIJCOSX wB97M-V def2-TZVPD def2/J DEFGRID3
* xyz 0 1
Ca -1.769 0.884 1.096
Ca -0.716 -2.340 1.326
P -2.913 -0.620 2.852
O -1.371 -0.580 2.959
O -2.689 -1.168 1.407
O -3.220 0.916 2.729
O -3.256 -1.532 4.078
O 0.129 -0.165 -2.421
C -0.217 0.165 -1.210
O -0.352 -0.653 -0.287
O -0.454 1.300 -0.882
H 0.261 0.714 -2.785
C 1.804 3.098 3.147
C 2.450 1.767 3.218
C 1.521 0.749 2.576
O 0.571 1.509 1.901
C 1.140 2.833 1.786
H 2.564 3.870 3.269
H 1.112 3.079 3.989
H 2.547 1.419 4.246
H 3.417 1.851 2.722
H 0.872 0.219 3.273
H 2.070 0.109 1.886
H 0.363 3.594 1.714
H 1.874 3.019 1.001
C -4.732 1.889 -2.497
C -5.627 1.664 -1.267
C -4.735 1.346 -0.042
O -3.402 1.317 -0.540
C -3.505 1.197 -1.994
H -4.504 2.938 -2.682
H -5.133 1.399 -3.384
H -6.304 0.828 -1.446
H -6.306 2.508 -1.148
H -5.027 0.374 0.357
H -4.903 2.048 0.774
H -3.499 0.145 -2.281
H -2.693 1.529 -2.640
C -2.013 5.370 0.707
C -2.185 5.255 2.174
C -2.574 3.824 2.286
O -1.999 3.168 1.177
C -1.861 4.044 0.054
H -1.251 6.097 0.427
H -2.912 5.824 0.289
H -3.015 5.904 2.454
H -1.269 5.401 2.747
H -3.656 3.690 2.264
H -2.363 3.293 3.214
H -2.512 3.943 -0.814
H -0.825 4.155 -0.267
C -3.057 -4.750 1.383
C -2.403 -4.631 0.016
N -0.943 -4.282 0.085
C -0.135 -5.320 0.789
C -0.176 -6.828 0.390
C -0.494 -4.168 -1.372
C 0.931 -3.731 -1.656
H -2.523 -5.224 2.206
H -4.002 -5.282 1.269
H -3.217 -3.724 1.714
H -2.646 -5.546 -0.524
H -2.940 -3.893 -0.580
H -0.551 -5.331 1.796
H 0.832 -4.906 1.072
H -0.098 -6.873 -0.697
H -1.079 -7.336 0.727
H 0.739 -7.295 0.755
H -0.824 -4.990 -2.007
H -1.066 -3.331 -1.771
H 1.629 -4.199 -0.962
H 1.162 -3.997 -2.688
H 1.017 -2.655 -1.505
C 3.743 2.408 -2.909
C 3.605 0.899 -2.600
N 4.900 0.331 -2.222
C 4.743 -1.180 -2.297
C 6.030 -1.891 -2.571
C 5.480 0.767 -0.890
C 4.558 0.322 0.267
H 4.435 2.670 -3.709
H 4.018 3.030 -2.057
H 2.833 2.745 -3.406
H 2.917 0.571 -1.821
H 3.214 0.392 -3.482
H 4.117 -1.589 -1.505
H 4.054 -1.343 -3.126
H 6.688 -1.812 -1.705
H 5.896 -2.972 -2.540
H 6.489 -1.381 -3.419
H 5.593 1.851 -0.905
H 6.447 0.281 -0.761
H 3.708 0.998 0.181
H 5.031 0.765 1.143
H 4.415 -0.753 0.381
*
```

=====

Molecular formula: C20H17F5N6O2
Method: DFT, ωB97M-V with the def2-TZVPD basis set

The value obtained for the orbital gap is 8.64 eV. Its SMILES is O=C(N[C@H]1CC(F)(F)C[C@@H]1Nc1ccc(OC(F)(F)F)cn1)c1ccccc1-n1nccn1. The calculation puts the total energy at -47636.273 eV. The highest occupied orbital energy comes out at -0.3063 hartree.

ORCA input file:
```
! RIJCOSX wB97M-V def2-TZVPD def2/J DEFGRID3
* xyz 0 1
O 0.884 -1.642 -2.486
C -0.319 -1.588 -2.135
N -1.131 -0.514 -2.387
C -0.693 0.867 -2.292
C -1.769 1.722 -2.835
C -1.314 3.069 -2.436
F -2.413 3.683 -1.803
F -0.811 3.891 -3.512
C -0.216 2.949 -1.366
C -0.343 1.495 -0.921
N 0.981 0.938 -0.446
C 1.473 1.211 0.803
C 2.762 0.767 0.905
C 3.560 1.070 2.007
C 2.823 1.773 3.091
O 3.492 1.845 4.253
C 3.952 3.119 4.835
F 3.314 4.174 4.210
F 5.196 3.250 4.407
F 3.916 3.248 6.214
C 1.457 2.069 2.925
N 0.815 1.951 1.733
C -1.043 -2.873 -1.787
C -1.357 -3.855 -2.833
C -2.179 -4.949 -2.648
C -2.803 -5.028 -1.393
C -2.554 -4.122 -0.299
C -1.644 -3.064 -0.495
N -1.313 -2.295 0.561
N -0.082 -1.891 0.841
C -0.275 -1.353 2.012
C -1.713 -1.248 2.325
N -2.326 -1.847 1.394
H -2.114 -0.584 -2.097
H 0.264 0.950 -2.892
H -1.868 1.575 -3.930
H -2.679 1.348 -2.332
H 0.751 3.115 -1.810
H -0.224 3.601 -0.440
H -1.200 1.399 -0.209
H 1.226 0.020 -0.779
H 3.310 0.017 0.208
H 4.557 0.653 2.084
H 0.948 2.516 3.774
H -0.923 -3.759 -3.856
H -2.333 -5.637 -3.388
H -3.410 -5.959 -1.165
H -3.116 -4.212 0.577
H 0.594 -1.013 2.642
H -2.113 -0.855 3.172
*
```

=====

Molecular formula: C4HLiO2
Method: DFT, ωB97M-V with the def2-TZVPD basis set

For the energy above the lowest of the compared OMol25 structures with the same formula, charge and spin, the calculation gives 1.6955 eV. The value obtained for the orbital gap (alpha / beta) is 6.80 / 6.80 eV. The calculation puts the total energy at -8455.024 eV. The highest occupied orbital energy (alpha / beta) comes out at -0.2721 / -0.2721 hartree.

ORCA input file:
```
! RIJCOSX wB97M-V def2-TZVPD def2/J DEFGRID3
* xyz 0 1
O 2.113 -1.729 -0.595
C 1.215 -0.791 -0.455
C 0.110 -0.216 -0.781
H 2.827 -1.447 -1.183
C 0.360 1.814 0.805
C 0.356 0.474 0.461
O -0.806 1.112 1.569
Li 0.418 1.697 2.763
*
```

=====

Molecular formula: C3H5NO
Method: DFT, ωB97M-V with the def2-TZVPD basis set

For the energy above the lowest of the compared OMol25 structures with the same formula, charge and spin, the calculation gives 2.7065 eV. The value obtained for the orbital gap is 10.52 eV. The calculation puts the total energy at -6726.866 eV. The highest occupied orbital energy comes out at -0.3574 hartree.

ORCA input file:
```
! RIJCOSX wB97M-V def2-TZVPD def2/J DEFGRID3
* xyz 0 1
C 0.238 0.027 0.173
C -1.636 -0.554 0.495
C 1.445 0.345 -0.481
N -0.330 -1.116 0.346
O -0.727 1.005 0.294
H -2.436 -0.507 -0.225
H -1.842 -0.282 1.562
H 2.252 -0.290 -0.129
H 1.814 1.345 -0.439
H 1.222 0.028 -1.596
*
```

=====

Q: Number 3 is which compound?
A: C8H14N4S

=====

Copy entry 7 word for word.
Molecular formula: C4HLiO2
Method: DFT, ωB97M-V with the def2-TZVPD basis set

For the energy above the lowest of the compared OMol25 structures with the same formula, charge and spin, the calculation gives 1.6955 eV. The value obtained for the orbital gap (alpha / beta) is 6.80 / 6.80 eV. The calculation puts the total energy at -8455.024 eV. The highest occupied orbital energy (alpha / beta) comes out at -0.2721 / -0.2721 hartree.

ORCA input file:
```
! RIJCOSX wB97M-V def2-TZVPD def2/J DEFGRID3
* xyz 0 1
O 2.113 -1.729 -0.595
C 1.215 -0.791 -0.455
C 0.110 -0.216 -0.781
H 2.827 -1.447 -1.183
C 0.360 1.814 0.805
C 0.356 0.474 0.461
O -0.806 1.112 1.569
Li 0.418 1.697 2.763
*
```

=====

Q: The lowest total energy belongs to which entry?
A: C25H55Ca2N2O10P